# 1
The following is a quantum chemistry calculation of a single C2H6N2OS molecule in a non-equilibrium geometry, from the OMol25 dataset.

Each line ends with the Löwdin charge.
Element x y z (Å)
N -1.000 -0.875 -0.474  -0.006
C 0.054 -0.784 0.550  -0.241
C 1.046 0.291 0.103  -0.847
S 2.678 0.092 -0.100  0.591
N 0.477 1.456 -0.105  -0.069
O -0.849 1.615 0.154  -0.033
H -0.633 -1.136 -1.382  0.095
H -1.662 -1.586 -0.198  0.087
H 0.651 -1.724 0.746  0.118
H -0.422 -0.526 1.457  0.104
H 0.983 2.253 -0.414  0.135
H -1.323 0.923 -0.337  0.066

Properties
**SMILES string**: NCC(=S)NO
**Molecular weight**: 106.15 g/mol
**Multiplicity**: 1
**LUMO level**: 0.586 eV
**Calculated total energy**: -18032.5004 eV
**HOMO**: -8.406 eV
**Energy above the lowest of the compared OMol25 structures with the same formula, charge and spin**: 53.15 kcal per mole

# 2
The following is a quantum chemistry calculation of a single C2H6N2OS molecule in a non-equilibrium geometry, from the OMol25 dataset.

Each line ends with the Löwdin charge.
Element x y z (Å)
C -2.275 -0.112 -0.024  -0.397
S -0.638 -0.833 0.011  0.901
C 0.288 0.682 -0.021  -0.788
O -0.119 1.838 0.012  -0.010
N 1.642 0.455 -0.019  -0.102
N 2.328 -0.764 -0.017  0.002
H -2.664 -0.096 1.046  0.064
H -2.900 -0.751 -0.638  0.026
H -2.167 0.887 -0.427  0.027
H 2.227 1.268 -0.010  0.133
H 2.236 -1.204 0.876  0.067
H 2.042 -1.370 -0.789  0.077

Properties
**SMILES string**: CSC(=O)NN
**Molecular weight**: 106.15 g/mol
**Multiplicity**: 1
**LUMO level**: 0.664 eV
**Calculated total energy**: -18033.7709 eV
**HOMO**: -9.470 eV
**Energy above the lowest of the compared OMol25 structures with the same formula, charge and spin**: 23.85 kcal per mole

# 3
The following is a quantum chemistry calculation of a single C2H6N2OS molecule in a non-equilibrium geometry, from the OMol25 dataset.

Each line ends with the Löwdin charge.
Element x y z (Å)
C -0.854 0.606 0.214  -0.147
C 0.875 -0.892 -0.375  -0.576
N 0.418 1.484 -0.423  -0.428
N -0.507 -0.793 0.110  -0.042
O 0.308 2.583 0.086  -0.169
S 1.998 0.352 0.268  0.640
H -0.746 0.957 1.245  0.106
H -1.842 0.843 -0.272  0.129
H 1.194 -1.851 0.075  0.078
H 0.797 -0.845 -1.445  0.073
H -0.487 -1.160 1.040  0.152
H -1.155 -1.284 -0.524  0.183

Properties
**Molecular weight**: 106.15 g/mol
**Multiplicity**: 3
**LUMO level (spin up / spin down)**: -0.161 / -0.200 eV
**Calculated total energy**: -18027.5423 eV
**HOMO (spin up / spin down)**: -5.126 / -8.010 eV
**Energy above the lowest of the compared OMol25 structures with the same formula, charge and spin**: 43.10 kcal per mole

# 4
The following is a quantum chemistry calculation of a 2-piece molecular cluster, C2H6N2S overall in a non-equilibrium geometry, from the OMol25 dataset.

Each line ends with the Löwdin charge.
Element x y z (Å)
C 0.391 0.320 -0.053  -0.670
C -1.069 1.586 0.721  0.009
N 1.568 0.654 0.062  0.046
N 0.761 -2.104 -1.078  -0.330
S -0.514 -1.017 -0.655  0.837
H -0.486 2.443 0.994  0.018
H -1.715 1.717 -0.124  0.002
H -1.472 1.012 1.532  0.007
H 2.271 0.013 -0.301  0.045
H 0.663 -2.955 -0.536  0.018
H 0.708 -2.334 -2.065  0.019

Properties
**Molecular weight**: 90.15 g/mol
**Multiplicity**: 1
**LUMO level**: 0.498 eV
**Calculated total energy**: -15984.4264 eV
**HOMO**: -8.794 eV
**Energy above the lowest of the compared OMol25 structures with the same formula, charge and spin**: 54.70 kcal per mole

# 5
The following is a quantum chemistry calculation of C2H6N2S as an isolated structure in a non-equilibrium geometry, from the OMol25 dataset.

Each line ends with the Löwdin charge.
Element x y z (Å)
C -0.669 0.391 0.353  -0.297
C 0.700 0.820 0.052  -0.633
H -3.043 -1.113 -0.684  0.111
H -2.659 -0.563 1.356  0.226
H -0.847 -0.004 1.335  0.072
H 0.904 1.725 0.721  0.091
H 0.860 1.384 -0.931  0.079
H 1.840 -0.929 1.206  -0.095
N -2.690 -0.363 0.021  -0.119
N -1.589 0.156 -0.534  -0.084
S 2.044 -0.395 -0.115  0.648

Properties
**Molecular weight**: 90.15 g/mol
**Multiplicity**: 1
**LUMO level**: 0.727 eV
**Calculated total energy**: -15983.2682 eV
**HOMO**: -8.613 eV
**Energy above the lowest of the compared OMol25 structures with the same formula, charge and spin**: 81.41 kcal per mole

# 6
The following is a quantum chemistry calculation of a single C2H6N2S molecule in a non-equilibrium geometry, from the OMol25 dataset.

Each line ends with the Löwdin charge.
Element x y z (Å)
C -2.239 -0.543 -0.009  -0.242
N -0.985 -1.279 -0.179  -0.065
C 0.240 -0.084 0.025  -0.458
S 1.802 -0.704 -0.036  0.828
N 2.762 0.725 0.307  -0.336
H -2.393 -0.042 -0.987  0.083
H -2.180 0.189 0.776  0.051
H -2.890 -1.332 0.233  0.046
H -0.081 0.957 0.127  0.046
H 3.727 0.649 -0.171  0.069
H 2.237 1.463 -0.088  -0.022

Properties
**SMILES string**: C/N=C/SN
**Molecular weight**: 90.15 g/mol
**Multiplicity**: 1
**LUMO level (spin up / spin down)**: 0.270 / 0.283 eV
**Calculated total energy**: -15982.0216 eV
**HOMO (spin up / spin down)**: -8.543 / -7.286 eV
**Energy above the lowest of the compared OMol25 structures with the same formula, charge and spin**: 110.16 kcal per mole

# 7
The following is a quantum chemistry calculation of a 2-piece molecular cluster, C2H6N2S2 overall in a non-equilibrium geometry, from the OMol25 dataset.

Each line ends with the Löwdin charge.
Element x y z (Å)
C -1.249 -1.072 -2.217  -0.336
C 0.961 0.105 0.598  -0.437
H -2.244 -1.171 -2.812  0.074
H -1.204 -1.952 -1.458  0.051
H -0.488 -0.953 -2.772  -0.077
H 1.813 -0.508 0.647  0.086
H -0.889 1.249 1.616  0.279
H 1.867 1.440 3.734  -0.099
N 0.259 -0.520 -0.311  -0.347
N 0.624 1.205 1.441  -0.579
S -1.195 0.213 -0.831  0.718
S 1.745 1.965 2.363  0.666

Properties
**Molecular weight**: 122.22 g/mol
**Multiplicity**: 1
**LUMO level**: -0.573 eV
**Calculated total energy**: -26816.9425 eV
**HOMO**: -8.229 eV
**Energy above the lowest of the compared OMol25 structures with the same formula, charge and spin**: 112.35 kcal per mole

# 8
The following is a quantum chemistry calculation of an isolated ion of composition C2H6N3 and charge +1 in a non-equilibrium geometry, from the OMol25 dataset.

Each line ends with the Löwdin charge.
Element x y z (Å)
C -0.757 -0.126 0.030  -0.492
C 1.661 0.360 -0.019  -0.077
N -1.243 1.088 -0.180  0.320
N 0.499 0.029 0.566  0.179
N -1.576 -1.209 0.141  0.215
H 1.436 0.617 -1.130  0.146
H 2.326 1.122 0.484  0.146
H 2.238 -0.560 0.308  0.175
H -0.860 1.756 -0.775  0.079
H -2.543 -0.954 0.049  0.130
H -1.182 -2.122 0.526  0.178

Properties
**Molecular weight**: 72.09 g/mol
**Multiplicity**: 1
**LUMO level (spin up / spin down)**: -7.806 / -7.807 eV
**Calculated total energy**: -6630.2034 eV
**Net charge**: +1
**HOMO (spin up / spin down)**: -15.704 / -15.701 eV
**Energy above the lowest of the compared OMol25 structures with the same formula, charge and spin**: 112.61 kcal per mole

# 9
The following is a quantum chemistry calculation of an isolated ion of composition C2H6N3 and charge +1 in a non-equilibrium geometry, from the OMol25 dataset.

Each line ends with the Löwdin charge.
Element x y z (Å)
C -1.700 0.238 0.141  -0.023
N -0.412 -0.108 -0.396  -0.014
N 0.273 -1.283 0.207  0.199
C 0.888 -0.148 -0.039  -0.270
N 1.992 0.606 0.030  0.286
H -1.989 1.282 -0.309  0.143
H -2.398 -0.482 -0.428  0.128
H -1.678 0.049 1.169  0.072
H 0.299 -2.107 -0.455  0.184
H 2.827 0.463 0.550  0.140
H 1.898 1.491 -0.468  0.155

Properties
**SMILES string**: CN1NC1=[NH2+]
**Molecular weight**: 72.09 g/mol
**Multiplicity**: 1
**LUMO level**: -4.546 eV
**Calculated total energy**: -6631.2863 eV
**Net charge**: +1
**HOMO**: -15.142 eV
**Energy above the lowest of the compared OMol25 structures with the same formula, charge and spin**: 87.64 kcal per mole

# 10
The following is a quantum chemistry calculation of C2H6N3O as an isolated structure in a non-equilibrium geometry, from the OMol25 dataset.

Each line ends with the Löwdin charge.
Element x y z (Å)
C -1.419 0.351 -0.066  -0.065
C 0.626 0.408 0.541  -0.139
N 1.347 0.582 -0.654  0.083
N 1.174 -0.911 0.554  0.097
N 1.710 -0.674 -0.628  0.140
O -1.586 -0.701 -0.799  0.039
H -1.963 0.441 0.917  0.136
H -1.397 1.268 -0.706  0.131
H 0.663 1.088 1.320  0.113
H 1.793 1.421 -0.984  0.182
H 0.727 -1.728 0.821  0.135
H -1.676 -1.545 -0.316  0.148

Properties
**Molecular weight**: 88.09 g/mol
**Multiplicity**: 1
**LUMO level**: -5.302 eV
**Calculated total energy**: -8677.3312 eV
**Net charge**: +1
**HOMO**: -14.629 eV
**Energy above the lowest of the compared OMol25 structures with the same formula, charge and spin**: 135.73 kcal per mole